The following is a DFT calculation (the ωB97M-V functional and the def2-TZVPD basis) of a molecular structure, C4H6ClO2S at a distorted geometry.

Computed properties:
frontier orbital gap: 6.66 eV
energy above the lowest of the compared OMol25 structures with the same formula, charge and spin: 3.1495 eV
DFT total energy: -31697.0593 eV

Structure (ORCA input):
```
! wB97M-V def2-TZVPD RIJCOSX def2/J DEFGRID3
* xyz -1 1
C -0.66240 0.30280 -0.05777
C 0.27409 -0.47176 -0.00049
C -1.63955 1.36501 0.02258
C 1.00111 -1.82749 -0.07928
O 2.34581 1.36022 -1.15058
O 3.13538 0.00132 0.74688
S 2.16102 0.97304 0.24243
Cl -4.58595 0.11705 0.11768
H -1.27260 2.05499 -0.72649
H -1.51026 1.59105 1.09059
H -2.60251 0.78805 -0.05959
H 1.07198 -1.96741 -1.17177
H 1.98729 -1.64557 0.53927
H 0.29660 -2.64132 0.48654
*
```